## P
This record from the OMol25 dataset describes the molecule C7H13PS. The level of theory is the ωB97M-V functional and the def2-TZVPD basis.

2S+1: 1
Lowest unoccupied orbital energy: 0.89 eV
Charge: 0
Frontier orbital gap: 9.16 eV

Each line ends with the Mulliken charge.
Atoms and positions in Å:
S1 2.5731 0.3065 -2.2306  -0.452
P1 1.0161 0.2719 -1.1337  0.276
C1 -0.4410 -0.6442 -1.8001  -0.582
C2 -0.4207 -1.9707 -1.0133  -0.605
C3 -0.2289 -1.5985 0.3906  -0.943
C4 1.0133 -0.5851 0.5214  -0.009
C5 0.7305 0.8172 1.4969  -0.929
C6 -0.2103 1.7919 0.8071  -0.631
C7 0.4632 1.9291 -0.5902  -0.823
H1 -0.5455 -0.5800 -2.9527  0.347
H2 -1.2905 -0.0118 -1.4116  0.275
H3 0.4084 -2.6643 -1.0046  0.311
H4 -1.2743 -2.4991 -1.3209  0.363
H5 -1.0419 -1.0158 0.7477  0.305
H6 -0.0836 -2.5023 0.9777  0.362
H7 1.9880 -0.8932 0.8964  0.463
H8 1.6637 1.2891 1.5373  0.475
H9 0.4516 0.4968 2.5884  0.311
H10 -1.1839 1.3881 0.7165  0.269
H11 -0.3208 2.5822 1.4562  0.420
H12 -0.0603 2.3463 -1.4768  0.413
H13 1.2621 2.6350 -0.4661  0.384

=====

## Q
This record from the OMol25 dataset describes the molecule C7H13PS. The level of theory is the ωB97M-V functional and the def2-TZVPD basis.

2S+1: 1
Lowest unoccupied orbital energy: 0.88 eV
Charge: 0
Frontier orbital gap: 9.44 eV

Each line ends with the Mulliken charge.
Atoms and positions in Å:
C1 -0.8013 -1.2421 -2.6829  -1.229
C2 0.0944 -0.4146 -1.6676  -0.431
P1 -1.0297 0.8771 -0.9755  -0.241
C3 0.3259 1.8765 -0.2200  -0.844
C4 1.0657 0.9744 0.7602  -0.701
C5 -0.0847 0.2529 1.4798  1.117
C6 0.5118 -0.8057 2.4123  -1.560
S1 -1.5058 1.0829 2.1088  -0.167
C7 -1.3282 0.0536 0.6667  -0.798
H1 -1.2199 -2.1382 -2.2695  0.307
H2 -1.5431 -0.5390 -2.9593  0.375
H3 -0.3254 -1.6532 -3.5572  0.352
H4 0.9839 0.1817 -1.9191  0.455
H5 0.4307 -1.0920 -0.9325  0.288
H6 -0.3671 2.5767 0.3478  0.390
H7 1.1348 2.3529 -0.9162  0.366
H8 1.7154 0.2791 0.2065  0.268
H9 1.7241 1.4749 1.5263  0.408
H10 -0.2472 -1.4893 2.7282  0.423
H11 0.9356 -0.3739 3.2559  0.407
H12 1.3676 -1.3662 1.9829  0.332
H13 -1.8377 -0.8685 0.6245  0.484

=====

Stability, highest: P